--- 1 ---
Formula: CH14NO4
Source: the Open Molecules 2025 dataset
Level of theory: ωB97M-V/def2-TZVPD

The highest occupied orbital energy comes out at -15.015 eV. Its charge is +1. The HOMO-LUMO gap comes out at 11.93 eV.

Last column: Löwdin charge in e.
Cartesian coordinates (Å):
O  -3.5858  0.2028  -0.3428  -0.083
O  -0.9568  -1.1959  0.4505  -0.057
O  2.3754  0.2528  1.1519  -0.029
O  -0.4891  1.3295  2.2983  -0.100
N  0.9790  -0.0372  -0.9003  0.067
C  1.1605  -0.9148  -2.0893  -0.025
H  1.9287  0.1454  -0.3827  0.125
H  1.9558  1.0730  1.5623  0.107
H  3.2316  0.0411  1.4507  0.056
H  -0.8446  2.2556  2.0561  0.095
H  0.3641  -0.5846  -0.2740  0.062
H  -1.7458  -0.6369  0.3619  0.029
H  -0.9633  -1.3809  1.4327  0.110
H  1.8536  -1.6996  -1.6606  0.128
H  1.6320  -0.5019  -2.9196  0.062
H  -3.3634  0.6487  -1.2053  0.070
H  -0.2000  1.5985  3.2037  0.064
H  0.1978  -1.2680  -2.5176  0.110
H  -4.3809  -0.2660  -0.7072  0.078
H  0.8512  0.9382  -0.9686  0.134

***

--- 2 ---
Formula: CH14NO4
Source: the Open Molecules 2025 dataset
Level of theory: ωB97M-V/def2-TZVPD

The highest occupied orbital energy comes out at -14.235 eV. Its charge is +1. The HOMO-LUMO gap comes out at 11.14 eV.

Last column: Löwdin charge in e.
Cartesian coordinates (Å):
O  1.4205  2.5134  -2.7202  0.004
O  1.6890  0.7677  -0.8249  -0.072
O  -3.1354  2.5202  0.5009  -0.079
O  0.3359  -4.6281  2.2641  -0.030
N  -0.5724  -0.3262  -0.0968  0.106
C  0.0581  -1.2171  0.9254  -0.024
H  2.6353  0.6456  -0.6389  0.092
H  0.5734  2.9111  -2.6694  0.055
H  -0.8162  -0.8622  -0.9421  0.167
H  0.2755  0.2532  -0.4059  0.077
H  0.6834  -0.6531  1.6084  0.101
H  -0.7018  -1.7522  1.4823  0.095
H  1.8117  2.7293  -3.5688  0.088
H  -1.3982  0.2736  0.0429  0.157
H  -2.7478  3.2457  -0.0241  0.044
H  0.6823  -1.8936  0.3560  0.099
H  1.1138  -4.1680  2.0539  -0.003
H  1.7317  1.3994  -1.6103  0.028
H  0.1433  -4.7237  3.1942  0.042
H  -3.7819  2.9653  1.0733  0.052

***

--- 3 ---
Formula: CH14NO4
Source: the Open Molecules 2025 dataset
Level of theory: ωB97M-V/def2-TZVPD

The highest occupied orbital energy comes out at -14.971 eV. Its charge is +1. The HOMO-LUMO gap comes out at 12.30 eV.

Last column: Löwdin charge in e.
Cartesian coordinates (Å):
O  0.7814  0.6796  -1.4085  -0.055
O  -1.2966  1.6445  -3.1656  -0.047
O  0.0790  -0.2816  2.2140  -0.050
O  0.8567  2.3303  3.0198  -0.043
N  0.6600  -1.7316  -0.0233  0.118
C  -0.6826  -2.3078  -0.3303  -0.024
H  -2.2464  1.5361  -3.0695  0.050
H  0.3429  0.6548  2.1362  0.031
H  0.8043  0.4713  -2.3510  0.057
H  1.3433  -2.4841  -0.0304  0.162
H  -1.1668  2.1580  -3.9713  0.056
H  0.6076  -1.3098  0.9290  0.094
H  0.8848  -0.9734  -0.6925  0.099
H  -0.8814  -3.1459  0.3339  0.101
H  -1.4287  -1.5579  -0.1259  0.093
H  -0.7346  -2.6333  -1.3614  0.097
H  -0.3217  -0.3617  3.0867  0.076
H  1.7622  2.6529  3.1011  0.064
H  0.3232  3.1329  3.0840  0.064
H  0.3134  1.5269  -1.3749  0.058

***

Stability ranking, top entry: 3; the second entry is 87.0 kJ/mol less favorable.

***

--- 1 ---
Formula: C7H9P
Source: the Open Molecules 2025 dataset
Level of theory: ωB97M-V/def2-TZVPD

The highest occupied orbital energy comes out at -8.374 eV. Its charge is 0. The HOMO-LUMO gap comes out at 9.05 eV.

Last column: Löwdin charge in e.
Cartesian coordinates (Å):
P  0.2724  -0.4748  1.7478  0.949
C  -0.1069  3.3381  -0.4410  -0.111
C  -1.3750  -1.7037  0.5724  -0.180
C  -0.0198  2.1690  0.3788  -0.170
C  0.1729  1.1054  0.8714  -0.308
C  0.6287  -1.6833  -0.7306  -0.186
C  -0.6299  -2.0656  -0.6547  -0.232
C  1.4350  -1.2593  0.5209  -0.426
H  1.2982  -2.0285  -1.5805  0.113
H  0.1143  3.1255  -1.4191  0.046
H  -2.2791  -1.0930  0.3498  0.063
H  0.5149  4.1653  -0.0863  0.086
H  -1.3343  -2.0554  -1.4284  0.081
H  1.8672  -2.1851  0.8972  0.064
H  -1.1200  3.7877  -0.4214  0.093
H  2.2127  -0.5439  0.2495  0.063
H  -1.6516  -2.5982  1.1741  0.057

***

--- 2 ---
Formula: C7H9P
Source: the Open Molecules 2025 dataset
Level of theory: ωB97M-V/def2-TZVPD

The highest occupied orbital energy (spin up / spin down) comes out at -7.600 / -7.601 eV. Its charge is 0. The HOMO-LUMO gap (spin up / spin down) comes out at 7.05 / 7.05 eV.

Last column: Löwdin charge in e.
Cartesian coordinates (Å):
P  1.8468  -2.8564  -0.5429  0.862
C  1.2966  0.9500  0.7172  -0.122
C  -0.1998  1.4449  0.8507  -0.143
C  -0.5797  -1.6370  -1.1016  -0.166
C  -0.0664  -0.4647  -0.6374  -0.310
C  1.2613  -0.2541  -0.2855  -0.129
C  0.2611  -2.8023  -1.1647  -0.563
C  -0.9074  0.7401  -0.3234  -0.128
H  -1.6481  -1.7295  -1.5127  0.130
H  -0.9214  1.3962  -1.1630  0.114
H  1.8565  -0.0915  -0.9543  -0.013
H  1.7201  0.7807  1.7439  0.115
H  -1.8855  0.6240  0.0219  0.094
H  -0.4456  2.4698  0.8223  0.095
H  1.9984  1.5942  0.2240  0.087
H  -0.2269  -3.6453  -1.6112  0.020
H  -0.4426  1.1077  1.7580  0.058

***

Stability ranking, top entry: 1; the second entry is 57.1 kJ/mol less favorable.